No. 1
Density functional theory data (ωB97M-V with the def2-TZVPD basis set) for a 3-piece molecular cluster, C2H2NO3P overall in a non-equilibrium geometry.

Structure (XYZ):
```
9
Properties=species:S:1:pos:R:3:forces:R:3
C -3.790 1.956 -3.380 -0.308 0.490 0.073
C -2.334 -0.346 -3.235 1.096 -2.061 -1.296
N -2.923 0.644 -3.337 0.769 -1.263 0.324
O -3.186 2.854 -3.908 0.512 0.514 -0.420
O -4.864 1.768 -2.869 -0.692 -0.252 0.325
O -1.293 -2.233 -3.835 -1.417 2.579 0.944
P 6.486 -1.601 7.381 1.198 -0.182 1.698
H 6.737 -1.669 6.043 0.395 -0.096 -1.485
H 5.166 -1.373 7.141 -1.551 0.270 -0.164
```
Positions in Å, forces in eV/Å.

Net charge: -2
E_HOMO (alpha / beta), eV: 0.21 / 0.21

---

No. 2
Density functional theory data (ωB97M-V with the def2-TZVPD basis set) for C2H2NOS2 as an isolated structure in a non-equilibrium geometry.

Structure (XYZ):
```
8
Properties=species:S:1:pos:R:3:forces:R:3
C -0.488 0.486 0.587 0.819 -3.406 -2.845
C 0.795 0.630 0.085 -0.836 0.957 1.335
N -1.291 1.419 1.188 -1.084 -0.120 0.368
O -2.157 1.143 2.083 0.731 -0.525 -0.629
S 1.706 1.781 0.987 1.535 0.576 0.059
S 0.225 2.965 1.651 0.214 0.384 -0.052
H -0.817 -0.568 0.172 -0.643 2.220 1.331
H 1.340 0.074 -0.688 -0.737 -0.086 0.432
```
Positions in Å, forces in eV/Å.

Net charge: -1
E_HOMO (alpha / beta), eV: -2.32 / -2.33

---

Per-record ΔE to the lowest compared entry with this formula, charge and spin, kcal/mol: 142.3; 103.0